1.
57
Properties=species:S:1:pos:R:3:forces:R:3:mulliken_charge:R:1 method="wB97M-V/def2-TZVPD" fmax_ha_per_bohr=0.056 homo_ev="-8.334 / -9.103" s2=0.799 lumo_energy_ev="-2.01 / -2.92" relative_energy_ev=0.731 multiplicity=2 energy_ha=-4045.70207
Ti 0.534 0.753 0.021 -1.83 0.09 -1.74 0.02
C 2.447 0.932 3.960 -0.01 -0.05 -0.09 -1.24
C 1.613 2.099 3.559 -0.22 -0.39 -0.69 0.63
N 1.704 3.231 4.211 0.25 -0.22 0.31 -0.65
C 1.053 4.311 3.790 -0.31 0.35 -0.49 -0.79
C 0.211 4.326 2.697 0.07 -0.33 -0.07 0.37
C -0.447 5.593 2.207 -0.12 0.16 0.63 -1.03
O -0.699 5.613 0.823 0.07 -0.04 -0.54 -0.52
C 0.009 3.105 2.015 0.97 -0.40 0.66 0.54
C -1.053 2.919 1.075 -0.83 -0.19 0.06 -0.08
N -1.137 1.853 0.347 -0.25 1.57 0.08 0.62
C -2.301 1.545 -0.369 -1.21 0.00 -0.36 -0.12
C -2.805 2.343 -1.393 0.35 -0.20 0.39 -0.24
C -3.919 1.923 -2.100 -0.11 -0.03 0.02 -0.85
C -4.550 0.732 -1.780 0.03 0.05 0.00 -0.39
C -4.065 -0.074 -0.759 0.11 0.08 0.14 -0.54
C -2.940 0.338 -0.078 0.32 -0.18 0.59 0.19
I -1.998 -0.885 1.404 -0.77 0.06 -0.41 0.15
C 0.786 1.976 2.404 -0.42 2.24 1.28 0.28
O 0.704 0.847 1.752 0.47 -0.84 2.02 -0.49
H 2.924 1.121 4.916 -0.02 0.00 0.05 0.40
H 3.208 0.780 3.192 0.02 -0.07 0.06 0.26
H 1.835 0.031 4.005 0.07 -0.10 0.07 0.30
H 1.240 5.207 4.364 -0.04 0.21 -0.03 0.41
H 0.162 6.453 2.516 -0.13 -0.13 0.01 0.45
H -1.433 5.697 2.674 0.11 0.09 -0.01 0.30
H 0.126 5.501 0.332 0.04 0.07 0.11 0.33
H -1.873 3.640 1.080 0.04 -0.26 -0.04 0.57
H -2.280 3.253 -1.645 -0.01 0.11 -0.05 0.54
H -4.290 2.526 -2.914 -0.05 0.07 -0.06 0.41
H -5.409 0.401 -2.338 -0.11 -0.03 -0.11 0.42
H -4.542 -1.015 -0.532 0.00 -0.03 0.01 0.47
O 2.179 0.299 -0.523 2.02 -1.44 -0.61 -0.16
S 2.922 1.632 -0.441 1.68 2.34 -0.05 0.90
O 3.990 1.740 -1.372 0.00 -0.45 -0.06 -0.64
O 3.163 1.926 0.947 0.49 -0.28 -0.09 -0.55
S 1.332 2.793 -0.976 -0.25 -0.53 0.18 -0.24
F 0.852 -2.018 -0.297 0.22 -1.07 -0.39 0.18
C 0.736 -3.154 -1.065 -0.21 0.22 0.21 -0.21
C 1.730 -4.094 -0.997 0.08 0.01 0.04 0.21
F 2.797 -3.840 -0.238 -0.27 -0.08 -0.20 -0.27
C 1.630 -5.330 -1.694 -0.53 0.42 0.02 0.25
C 0.393 -5.556 -2.358 0.03 0.00 -0.04 0.18
C -0.588 -4.595 -2.441 0.08 0.20 0.16 0.03
F -1.707 -4.852 -3.127 0.34 0.01 0.07 -0.32
C -0.424 -3.323 -1.852 0.54 -0.39 0.04 0.78
C -1.320 -2.223 -2.067 0.24 0.13 0.04 0.02
C -0.843 -0.971 -1.834 0.05 0.32 -0.14 0.86
N -0.376 0.077 -1.586 -0.63 -1.01 -1.04 -0.29
C -2.641 -2.335 -2.532 -0.31 -0.08 0.03 -0.29
N -3.741 -2.370 -2.857 -0.41 -0.07 -0.23 -0.60
F 0.197 -6.723 -2.975 -0.06 0.38 0.12 -0.31
C 2.687 -6.258 -1.753 -0.20 0.09 0.08 0.66
C 2.589 -7.515 -2.371 -0.07 -0.25 -0.10 0.11
N 2.597 -8.561 -2.846 -0.01 -0.41 -0.20 -0.50
C 3.973 -5.997 -1.259 0.31 0.20 0.13 -0.06
N 5.059 -5.827 -0.922 0.37 0.05 0.19 -0.50

2.
70
Properties=species:S:1:pos:R:3:forces:R:3:mulliken_charge:R:1 method="wB97M-V/def2-TZVPD" fmax_ha_per_bohr=0.054 homo_ev=-8.023 lumo_energy_ev=0.42 smiles="CC1(C)CCCC(C)(C)N1O.O=C1OCCO1.O=C1OCCO1.O=C1OCCO1.O=C1OCCO1" multiplicity=1 energy_ha=-1853.99864
C -21.240 27.264 28.673 1.40 -0.71 0.93 0.26
C -21.405 26.121 29.743 0.43 1.97 -1.17 0.43
O -22.696 26.423 30.239 -0.82 0.15 0.35 -0.41
C -23.186 27.613 29.736 -0.01 -1.08 0.55 0.62
O -24.265 28.045 29.977 0.11 0.01 0.15 -0.53
O -22.270 28.182 28.960 -0.68 0.07 -0.80 -0.37
H -21.237 26.805 27.684 -0.41 0.67 -0.27 0.25
H -20.348 27.848 28.871 0.25 -0.45 -0.48 -0.17
H -20.598 26.296 30.453 -0.39 -0.53 0.48 -0.33
H -21.363 25.136 29.285 -0.11 -0.03 0.25 0.28
C -15.769 28.738 29.316 0.22 0.54 1.30 -0.08
C -16.966 29.663 29.174 -0.03 -0.31 0.60 -0.42
O -18.118 28.789 29.242 -0.10 0.48 -0.66 -0.41
C -17.742 27.527 29.409 1.78 0.27 -0.10 1.03
O -18.457 26.585 29.481 -0.08 -0.37 0.11 -0.59
O -16.365 27.469 29.506 -0.69 -1.10 -0.32 -0.41
H -15.252 28.971 30.250 0.20 -0.03 -0.13 0.05
H -15.028 28.818 28.525 -0.37 -0.62 -0.33 0.34
H -16.894 30.200 28.234 -0.65 0.24 0.12 0.20
H -17.053 30.239 30.091 0.03 0.76 -0.47 0.35
C -15.584 31.222 23.962 -2.14 -1.44 0.85 -0.32
C -14.636 30.115 23.505 0.08 1.84 -2.09 -0.26
O -15.245 28.920 23.908 0.15 -0.21 0.25 -0.32
C -15.904 29.201 25.051 0.21 1.30 0.52 0.64
O -16.045 28.462 25.964 -0.60 -0.43 0.07 -0.46
O -16.288 30.519 25.064 1.03 -0.11 0.30 -0.35
H -16.438 31.348 23.294 0.54 0.19 -0.66 0.25
H -15.259 32.217 24.248 0.54 -0.32 0.39 0.29
H -13.592 30.201 23.800 -0.12 -0.12 0.53 0.29
H -14.663 30.223 22.418 0.30 -0.67 -0.05 0.24
C -12.636 25.962 33.871 1.49 0.39 -0.16 0.07
C -12.474 27.443 34.267 0.79 -1.14 -0.15 -0.27
O -12.145 28.053 33.003 -0.90 0.41 1.05 -0.36
C -12.578 27.240 32.024 -0.90 1.51 -1.27 0.75
O -12.863 27.655 30.934 0.51 -0.57 0.22 -0.58
O -12.709 26.001 32.442 -0.58 -0.88 0.14 -0.31
H -13.527 25.503 34.281 0.13 -0.23 -0.06 -0.12
H -11.688 25.467 34.086 -0.43 -0.59 0.33 0.36
H -11.586 27.605 34.870 -0.25 -0.03 0.40 0.33
H -13.390 27.698 34.800 0.00 1.16 -0.59 0.17
C -16.189 24.219 34.161 -0.10 0.40 0.19 -1.98
C -16.870 24.863 32.928 -0.89 -1.28 0.60 1.90
C -18.264 24.176 32.838 -0.68 0.60 -0.60 -1.46
C -19.394 24.740 33.734 1.12 -0.28 -0.38 -0.74
C -19.410 26.268 33.672 -0.61 0.27 1.41 -1.01
C -18.048 26.992 33.849 0.52 -0.60 -1.42 1.14
N -17.100 26.311 32.974 0.11 -0.89 -1.51 0.82
O -15.898 27.029 32.701 -0.18 -0.09 0.70 -0.28
C -18.227 28.392 33.268 -0.26 1.05 0.43 -1.74
C -17.558 26.952 35.301 0.07 0.28 -0.40 -1.60
C -16.038 24.465 31.696 0.80 1.23 0.23 -1.83
H -15.676 23.297 33.889 0.04 0.02 -0.09 0.40
H -16.952 23.953 34.894 0.20 0.08 0.24 0.45
H -15.475 24.912 34.609 0.05 -0.11 0.08 0.28
H -18.625 24.269 31.809 0.19 0.02 -0.12 0.49
H -18.231 23.108 33.065 0.53 -0.03 -0.18 0.36
H -19.265 24.283 34.718 -0.11 0.55 0.30 0.37
H -20.297 24.295 33.316 -0.27 0.30 0.22 0.40
H -19.988 26.727 34.485 -0.25 -0.50 0.20 0.51
H -20.017 26.580 32.820 0.75 0.11 -0.54 0.22
H -17.374 29.064 33.380 0.21 -0.32 0.25 0.31
H -18.464 28.419 32.202 -0.03 -0.55 -0.02 0.17
H -19.060 28.907 33.757 -0.03 -0.13 0.13 0.48
H -18.320 27.386 35.947 0.20 -0.19 0.34 0.40
H -17.276 25.931 35.542 -0.64 -0.04 0.38 0.40
H -16.610 27.485 35.410 -0.18 0.39 -0.12 0.25
H -16.166 25.190 30.890 -0.48 -0.43 -0.29 0.23
H -16.169 23.435 31.372 -0.40 0.04 0.02 0.46
H -14.978 24.581 31.939 0.02 -0.12 0.09 0.32
H -15.975 27.116 31.747 0.35 0.21 -0.25 0.14

3.
16
Properties=species:S:1:pos:R:3:forces:R:3:mulliken_charge:R:1 method="wB97M-V/def2-TZVPD" fmax_ha_per_bohr=0.076 homo_ev=-8.717 lumo_energy_ev=-0.29 smiles="C[S@](=O)(O)=C=C1SS1.N=C=S" relative_energy_ev=1.301 multiplicity=1 energy_ha=-1953.21727
C -1.378 -0.467 -0.054 -0.21 0.41 -0.38 -0.05
C -2.848 2.059 -0.752 0.29 0.58 -1.22 0.62
C -1.582 -1.729 0.063 -0.18 -2.58 0.64 -0.34
C 1.588 -0.356 0.173 -1.60 -0.51 -0.80 -1.07
N -2.430 2.233 -1.853 -0.42 0.18 -0.03 -0.47
O 0.124 0.896 -1.679 0.42 0.93 -2.74 -0.62
O -0.148 1.528 0.691 -1.54 -1.24 0.82 -0.49
S -0.875 -3.381 -0.019 0.68 0.41 -0.25 -0.18
S -3.447 2.038 0.662 -1.03 0.00 1.93 -0.39
S -2.772 -2.913 0.676 -0.28 0.96 -0.23 -0.12
S -0.005 0.327 -0.408 0.17 0.22 3.89 1.27
H 2.176 0.399 0.602 0.23 0.86 1.64 0.37
H 1.328 -1.293 0.632 -0.04 0.10 1.40 0.28
H 2.236 -0.701 -0.571 0.41 -0.31 -2.23 0.43
H -1.065 1.388 1.215 2.44 0.35 -1.88 0.37
H -1.717 1.699 -2.292 0.65 -0.36 -0.56 0.38

4.
10
Properties=species:S:1:pos:R:3:forces:R:3:mulliken_charge:R:1 method="wB97M-V/def2-TZVPD" fmax_ha_per_bohr=0.057 homo_ev=-10.235 lumo_energy_ev=-0.26 smiles="[H]/N=N/[H].C=O.Cl" relative_energy_ev=1.221 multiplicity=1 energy_ha=-685.94535
C -0.153 0.656 0.179 -1.67 0.74 1.74 -0.03
N 1.048 -1.554 0.182 1.73 -1.48 -1.40 0.05
N 2.122 -2.217 0.098 -2.06 1.16 -0.53 -0.54
O -1.379 0.505 0.269 2.95 -0.04 0.05 -0.52
Cl -3.062 2.873 -0.812 -0.64 1.59 -0.69 -0.27
H 0.575 0.695 1.081 -1.44 -0.11 -1.16 0.21
H 0.309 0.924 -0.775 0.10 -0.23 -0.33 0.30
H 0.408 -1.941 -0.561 0.27 -0.11 1.01 0.25
H 2.805 -1.736 0.678 0.19 -0.03 0.73 0.25
H -2.674 1.795 -0.339 0.57 -1.48 0.58 0.30